1.
Entry from the OMol25 dataset: C16H14BNO6S3 in the gas phase at a distorted geometry (wB97M-V/def2-TZVPD).

Properties
Molar mass, Da: 423.30
Net charge: 0
2S+1: 1
E, eV: -63774.636
Structure (SMILES): O=S(=O)(Nc1cccc(B(O)O)c1)c1ccc(S(=O)(=O)c2ccccc2)s1

Last column: natural (NBO) charge in e.
Positions of all 41 atoms, in Å:
O (0.87, -0.21, 3.20)  -0.8689
S (-0.08, -1.21, 2.81)  2.2719
O (-0.60, -2.35, 3.58)  -0.8979
N (-1.57, -0.62, 2.04)  -0.7955
C (-1.84, 0.67, 1.68)  0.0926
C (-0.89, 1.72, 1.78)  -0.2273
C (-1.12, 3.07, 1.63)  -0.2083
C (-2.42, 3.46, 1.30)  -0.1717
C (-3.37, 2.45, 1.17)  -0.4164
B (-4.83, 2.97, 1.28)  1.1248
O (-5.81, 2.03, 1.23)  -0.9017
O (-5.03, 4.33, 1.48)  -0.9535
C (-3.09, 1.12, 1.39)  -0.1328
C (0.59, -2.01, 1.35)  -0.5613
C (0.77, -3.36, 1.25)  -0.1901
C (1.33, -3.90, 0.02)  -0.2140
C (1.42, -2.89, -0.87)  -0.4756
S (1.89, -2.95, -2.59)  2.0376
O (0.57, -3.13, -3.49)  -0.8516
O (2.96, -4.02, -2.72)  -0.9109
C (2.80, -1.48, -2.76)  -0.3558
C (4.20, -1.44, -2.71)  -0.1294
C (4.83, -0.20, -2.80)  -0.2190
C (4.08, 0.90, -3.01)  -0.1673
C (2.66, 0.82, -3.00)  -0.1958
C (2.04, -0.38, -2.90)  -0.1881
S (1.09, -1.35, -0.13)  0.5109
H (-2.23, -1.08, 2.65)  0.4183
H (0.07, 1.40, 2.00)  0.2148
H (-0.30, 3.85, 1.62)  0.2215
H (-2.74, 4.50, 1.16)  0.2340
H (-6.77, 2.22, 1.21)  0.5038
H (-5.74, 4.97, 1.79)  0.5312
H (-3.82, 0.30, 1.34)  0.2087
H (0.41, -4.04, 2.05)  0.2486
H (1.50, -4.92, -0.19)  0.2564
H (4.75, -2.30, -2.35)  0.2506
H (5.88, -0.12, -2.58)  0.2265
H (4.47, 1.90, -2.99)  0.2180
H (2.12, 1.73, -3.14)  0.2199
H (0.97, -0.44, -2.77)  0.2427



2.
Entry from the OMol25 dataset: 2 unconnected molecules or ions with the total composition C16H14Cl2N4O2 at a distorted geometry (wB97M-V/def2-TZVPD).

Properties
Molar mass, Da: 365.22
Net charge: 0
2S+1: 1
E, eV: -51906.960

Last column: natural (NBO) charge in e.
Positions of all 38 atoms, in Å:
C (3.48, -1.56, 3.81)  -0.5794
C (2.60, -1.12, 2.57)  0.1056
N (3.05, -1.42, 1.26)  -0.2529
N (2.09, -1.00, 0.60)  -0.1414
C (1.06, -0.29, 1.42)  0.2758
C (1.42, -0.59, 2.74)  -0.3281
H (0.80, -0.34, 3.63)  0.2734
N (0.07, 0.10, 0.63)  -0.6287
C (-0.97, 0.67, 1.26)  0.6813
O (-1.19, 0.82, 2.46)  -0.6113
C (-1.99, 0.93, 0.20)  -0.3636
C (-3.18, 1.60, 0.67)  0.5201
O (-4.13, 1.97, -0.29)  -0.3472
N (-3.35, 1.39, -1.59)  -0.1048
C (-2.16, 1.09, -1.09)  0.1620
C (-1.24, 0.39, -2.01)  -0.2594
C (-0.34, 1.38, -2.42)  -0.0248
C (0.67, 0.88, -3.42)  -0.1972
C (0.62, -0.28, -4.16)  -0.2238
C (-0.37, -1.33, -3.58)  -0.1847
C (-1.21, -0.71, -2.59)  0.1086
Cl (-2.43, -2.06, -2.04)  -0.0918
H (-0.40, -2.29, -4.05)  0.2488
H (1.32, -0.85, -4.74)  0.2443
H (1.67, 1.79, -3.97)  0.2264
Cl (-0.15, 2.98, -1.94)  0.1196
C (-4.03, 1.95, 2.15)  -0.6070
H (-3.13, 1.62, 2.62)  0.2613
H (-4.86, 1.22, 2.24)  0.2313
H (-4.23, 2.91, 2.07)  0.2098
H (0.05, -0.10, -0.46)  0.4585
C (2.32, -1.10, -0.78)  -0.3771
H (1.45, -1.87, -1.26)  0.1661
H (3.18, -1.64, -0.88)  0.2453
H (2.23, -0.24, -1.26)  0.1956
H (3.84, -0.67, 4.21)  0.2036
H (3.07, -2.01, 4.47)  0.1777
H (4.37, -2.21, 3.52)  0.2083



3.
Entry from the OMol25 dataset: C16H14ClN3O2S in the gas phase at a distorted geometry (wB97M-V/def2-TZVPD).

Properties
Molar mass, Da: 347.83
Net charge: 0
2S+1: 1
E, eV: -48742.213
Structure (SMILES): O=C1NC[C@H](c2ccccc2)[C@H]1C(=O)N/N=C/c1ccc(Cl)s1

Last column: natural (NBO) charge in e.
Positions of all 37 atoms, in Å:
O (-0.69, -1.15, -2.03)  -0.6008
C (-1.75, -1.13, -1.45)  0.6870
N (-2.96, -1.31, -2.00)  -0.6096
C (-4.08, -1.28, -1.08)  -0.2079
C (-3.48, -0.65, 0.20)  -0.2536
C (-3.81, 0.82, 0.30)  0.0782
C (-4.64, 1.27, 1.32)  -0.2415
C (-4.97, 2.62, 1.41)  -0.1999
C (-4.47, 3.52, 0.49)  -0.2222
C (-3.64, 3.07, -0.53)  -0.1880
C (-3.31, 1.73, -0.62)  -0.2593
C (-1.97, -0.89, 0.05)  -0.4370
C (-1.53, -2.16, 0.74)  0.6998
O (-2.28, -3.06, 1.07)  -0.6017
N (-0.19, -2.26, 0.94)  -0.4306
N (0.66, -1.28, 0.61)  -0.2003
C (1.92, -1.47, 0.71)  0.0225
C (2.84, -0.45, 0.33)  -0.2530
C (2.57, 0.76, -0.27)  -0.2008
C (3.72, 1.52, -0.51)  -0.2688
C (4.86, 0.89, -0.11)  -0.2579
Cl (6.46, 1.49, -0.23)  0.0571
S (4.55, -0.66, 0.59)  0.4590
H (-3.08, -1.56, -2.97)  0.4125
H (-4.89, -0.68, -1.48)  0.2025
H (-4.44, -2.29, -0.88)  0.2038
H (-3.85, -1.18, 1.08)  0.2435
H (-5.04, 0.57, 2.04)  0.2116
H (-5.62, 2.96, 2.20)  0.2140
H (-4.72, 4.56, 0.56)  0.2139
H (-3.24, 3.77, -1.25)  0.2125
H (-2.66, 1.39, -1.41)  0.2162
H (-1.35, -0.06, 0.39)  0.2761
H (0.17, -3.14, 1.32)  0.3789
H (2.34, -2.41, 1.07)  0.1641
H (1.57, 1.06, -0.52)  0.2442
H (3.72, 2.50, -0.97)  0.2357